# 1
{"formula": "C10H17N5O10", "method": "ωB97M-V with the def2-TZVPD basis set", "symbols": ["C", "N", "O", "O", "H", "H", "H", "C", "N", "O", "O", "H", "H", "H", "C", "N", "O", "O", "H", "H", "H", "C", "N", "O", "O", "H", "H", "H", "C", "C", "C", "C", "C", "C", "N", "O", "O", "H", "H", "H", "H", "H"], "coordinates": [[1.323990, 3.451913, 8.824860], [0.514955, 3.664670, 10.036903], [-0.193960, 4.635579, 9.952897], [0.707019, 3.014742, 11.060334], [0.660656, 3.239150, 7.986515], [2.089620, 2.714186, 9.064975], [1.775632, 4.432537, 8.674912], [1.863751, -5.145137, -1.302191], [3.275949, -5.305183, -0.880567], [3.961183, -4.278523, -0.726179], [3.676571, -6.511545, -0.702143], [1.950515, -5.509989, -2.325642], [1.713631, -4.066167, -1.339490], [1.065775, -5.667734, -0.774705], [3.341307, 2.938177, -2.321199], [4.171656, 1.694536, -2.363227], [4.570966, 1.283840, -1.339965], [4.377658, 1.186361, -3.520193], [3.830046, 3.837859, -2.695126], [2.919750, 3.031594, -1.320366], [2.359705, 2.860346, -2.788667], [1.864754, -0.324655, 2.196363], [0.761571, 0.106313, 3.045359], [-0.275172, -0.501492, 2.981248], [0.838439, 1.108154, 3.712485], [1.674999, -1.299116, 1.746340], [2.760453, -0.410215, 2.811600], [1.899931, 0.511202, 1.497641], [-5.591135, -0.104315, -5.583220], [-4.491993, -0.930609, -5.851101], [-3.496858, -1.053157, -4.870927], [-3.641936, -0.450578, -3.646747], [-4.856103, 0.307103, -3.324137], [-5.828408, 0.374451, -4.277670], [-2.543940, -0.579444, -2.590944], [-1.426879, -0.905696, -2.893265], [-2.831621, -0.284432, -1.448766], [-6.256881, 0.040983, -6.421114], [-4.454159, -1.258636, -6.879392], [-2.592407, -1.585572, -5.125678], [-4.841712, 0.711984, -2.323008], [-6.627315, 1.026513, -3.956802]], "atomic_forces_ev_per_a": [[0.71, -0.15, 0.10], [0.58, 0.27, 1.13], [-1.04, 0.30, 0.31], [-0.22, 0.12, -1.14], [0.18, -0.25, 0.20], [-0.29, -0.10, -0.40], [0.08, -0.20, -0.21], [0.41, 0.94, -1.32], [1.90, -2.03, 1.99], [-1.30, -2.34, -0.42], [-0.98, 3.89, -0.61], [-0.58, -0.04, -0.08], [-0.25, -0.20, 0.09], [0.77, -0.20, 0.36], [-1.74, 0.35, 0.67], [-0.80, 0.24, -5.15], [0.95, -1.09, 1.90], [-0.47, 1.34, 3.13], [0.34, -0.45, 0.17], [1.16, 0.29, 0.48], [0.53, -0.67, -1.19], [0.83, 0.05, -0.05], [-1.77, 0.02, 0.63], [-0.66, -1.33, -0.44], [1.42, 0.84, 0.31], [-0.37, 0.41, -0.03], [-0.02, 0.40, -0.13], [0.60, -0.40, -0.29], [0.19, -1.21, 0.48], [-0.91, 1.86, 0.66], [0.46, -0.44, -0.56], [-1.49, 0.87, 0.69], [3.54, -2.39, 0.07], [0.33, 1.28, -0.23], [-0.83, 0.76, 0.17], [0.40, -0.54, -1.22], [-0.81, 0.12, -0.01], [-0.41, 0.25, 0.29], [0.65, -0.48, 0.17], [0.13, -0.11, 0.25], [-0.61, 0.21, -0.06], [-0.62, -0.19, -0.69]], "homo_lumo_gap_ev": 9.69, "smiles": "O=[N+]([O-])c1ccccc1.C[N+](=O)[O-].C[N+](=O)[O-].C[N+](=O)[O-].C[N+](=O)[O-]"}


# 2
{"formula": "C10H17NO2", "method": "ωB97M-V with the def2-TZVPD basis set", "symbols": ["C", "C", "C", "C", "C", "C", "C", "C", "C", "C", "H", "H", "H", "H", "H", "H", "H", "H", "H", "H", "H", "H", "H", "H", "H", "H", "H", "N", "O", "O"], "coordinates": [[-0.586843, 2.003852, 1.001509], [0.558761, 1.106053, 1.383361], [1.954960, 1.652073, 1.143032], [2.235807, 0.291361, 0.452856], [0.295116, -1.255493, 0.357291], [0.869666, -2.086365, -0.788008], [0.263619, -1.773174, -2.142332], [-1.272915, -1.818760, -2.134106], [-1.896397, -1.025479, -1.026755], [-1.265153, -1.358581, 0.307834], [-0.113489, 1.479510, -0.763526], [0.287528, 0.719512, 2.379710], [1.993458, 2.499721, 0.435763], [2.537156, 1.793059, 2.090600], [2.765990, -0.419322, 1.078582], [2.761191, 0.415481, -0.474355], [0.591390, -1.725918, 1.308626], [0.622262, -3.133717, -0.470742], [1.959640, -2.007767, -0.851488], [0.681315, -0.783711, -2.462895], [0.658644, -2.513474, -2.885188], [-1.652116, -2.835856, -2.010047], [-1.783554, -1.462698, -3.063853], [-2.966080, -1.341565, -0.942019], [-1.810468, 0.063333, -1.227404], [-1.494173, -2.399981, 0.618449], [-1.650694, -0.680226, 1.134202], [0.798989, 0.068758, 0.365562], [-0.720293, 2.129621, -0.301731], [-1.269789, 2.550301, 1.829049]], "atomic_forces_ev_per_a": [[0.27, -0.14, 0.95], [-1.57, -0.90, 0.04], [1.13, -0.42, 1.17], [0.24, 0.94, -0.02], [-1.01, -0.98, 0.48], [-0.25, -0.98, 0.68], [0.33, 0.04, -1.11], [-0.52, 0.11, -1.01], [-0.62, 0.40, 0.77], [0.70, 0.74, 1.74], [-0.50, 0.45, 0.92], [0.61, 0.06, -0.06], [0.02, -0.33, 0.61], [-0.46, 0.36, -1.08], [0.08, -0.25, 0.31], [0.25, -0.36, -0.69], [0.05, -0.25, 0.05], [0.34, 0.60, -0.54], [-0.08, -0.05, 0.15], [-0.66, -0.56, 0.10], [-0.32, 0.60, 0.52], [0.45, -0.31, -0.06], [0.93, -0.30, 0.29], [0.62, 0.74, -0.23], [-0.33, -0.60, 0.14], [-0.04, 0.52, -0.23], [0.16, -0.80, -0.90], [0.48, 1.31, -1.00], [-0.20, 0.16, -1.47], [-0.10, 0.19, -0.52]], "homo_lumo_gap_ev": 9.94, "e_above_lowest_ev": 1.173, "smiles": "O=C(O)[C@@H]1CCN1C1CCCCC1"}


# 3
{"formula": "C10H17NO2Sn", "method": "ωB97M-V with the def2-TZVPD basis set", "symbols": ["C", "C", "C", "H", "C", "H", "H", "H", "C", "H", "H", "C", "H", "H", "C", "H", "H", "C", "H", "H", "Sn", "H", "N", "C", "C", "O", "O", "H", "H", "H", "H"], "coordinates": [[-1.117490, -1.118848, -3.028006], [1.656610, -0.192436, -3.817092], [-1.462026, 0.204059, -3.274306], [-1.672400, -1.751759, -2.358892], [1.366054, 1.093102, -3.473684], [2.623529, -0.600143, -3.515830], [-2.211157, 0.698232, -2.683741], [2.129446, 1.654982, -2.932409], [-1.016963, 1.072919, -4.408623], [-1.847584, 1.774948, -4.632534], [-0.849886, 0.499436, -5.334318], [-0.194695, -1.943429, -3.910861], [-0.836894, -2.499524, -4.615467], [0.310367, -2.714247, -3.298153], [0.876223, -1.128957, -4.681369], [0.413138, -0.627667, -5.541100], [1.589835, -1.855577, -5.106187], [0.241651, 1.912460, -4.049385], [0.608281, 2.399557, -4.964477], [-0.050921, 2.724958, -3.366426], [0.380104, 0.145913, -0.969849], [-1.442385, -0.399149, -1.367445], [0.544422, 1.511090, 1.313877], [0.174338, 0.689845, 2.478657], [0.010597, -0.787608, 2.042767], [-0.137365, -1.579554, 2.947216], [0.045224, -1.077471, 0.749454], [1.507978, 1.838309, 1.442538], [-0.056364, 2.338570, 1.277715], [0.938467, 0.734664, 3.282950], [-0.780134, 1.017725, 2.941779]], "atomic_forces_ev_per_a": [[-0.70, 1.65, -3.49], [0.35, 1.74, -0.23], [0.04, -2.73, -1.65], [0.00, 0.22, 0.41], [1.09, -1.16, -1.96], [-0.26, 0.17, 0.43], [0.06, -0.12, 0.63], [-0.25, -0.25, 0.08], [-0.07, 0.30, -0.69], [0.46, -0.33, 0.11], [-0.18, 0.51, 0.48], [0.15, 0.25, 0.02], [0.29, 0.08, 0.09], [-0.22, 0.32, -0.12], [-0.24, -0.78, -0.56], [0.39, -0.27, 0.33], [-0.25, 0.24, 0.10], [-0.44, -0.29, 0.05], [-0.04, 0.01, 0.21], [0.14, -0.20, -0.02], [-1.72, -0.62, 2.66], [1.15, 1.44, 3.42], [-0.06, 1.06, 0.44], [-0.10, -0.32, -0.23], [0.21, -0.22, -0.60], [-0.11, -0.36, -0.14], [0.34, 0.24, 1.58], [-0.53, -0.04, -0.33], [0.42, -0.20, -0.03], [-0.43, -0.13, -0.56], [0.52, -0.20, -0.43]], "homo_lumo_gap_ev": [6.20, 6.20], "e_above_lowest_ev": 0.000}


# 4
{"formula": "C10H17NO3S", "method": "ωB97M-V with the def2-TZVPD basis set", "symbols": ["C", "C", "C", "C", "C", "C", "C", "C", "C", "C", "N", "O", "O", "O", "S", "H", "H", "H", "H", "H", "H", "H", "H", "H", "H", "H", "H", "H", "H", "H", "H", "H"], "coordinates": [[-0.953194, 0.858624, -0.030334], [-0.853424, -0.511175, -0.051505], [-2.320604, 1.293008, -0.016816], [-0.083177, 2.820133, -1.047857], [0.208539, 2.527890, 1.463668], [0.972259, -1.233343, -1.592542], [1.363680, -1.242205, 1.003571], [-2.394813, -2.564692, -0.103717], [0.153842, 1.868321, 0.124869], [0.374621, -1.407109, -0.160922], [-2.244928, -1.232383, -0.323306], [-2.811538, 2.392296, -0.057236], [-4.359889, -0.180718, -1.172595], [-4.145063, -0.389796, 1.281421], [-3.515990, -0.135685, 0.017577], [0.892512, 3.331708, -1.149134], [-0.849051, 3.490804, -0.700663], [-0.366471, 2.306068, -1.918721], [1.235388, 2.750333, 1.790189], [-0.234170, 1.973286, 2.263027], [-0.208029, 3.553456, 1.329170], [1.066026, -0.233464, -1.796325], [0.143539, -1.636593, -2.129591], [1.910815, -1.939275, -1.800877], [1.504461, -0.236414, 1.376930], [2.248992, -1.536733, 0.620524], [1.066492, -1.927595, 1.778397], [-1.975650, -2.878889, 0.833531], [-3.550912, -2.725973, -0.121264], [-2.131039, -3.222652, -0.799838], [1.115582, 1.285596, -0.108890], [0.091787, -2.495885, -0.094256]], "atomic_forces_ev_per_a": [[0.20, -2.12, 1.30], [-3.11, -1.09, -1.33], [-1.38, 1.10, -0.01], [2.01, 1.14, 1.96], [0.91, 2.08, 0.02], [0.55, -3.85, 1.42], [-2.55, 0.86, 0.31], [-4.47, -0.74, 3.34], [0.86, -2.48, -1.96], [-0.07, -0.48, 0.42], [3.78, 5.50, 0.08], [0.38, -0.46, 0.19], [0.81, 0.60, 1.36], [0.46, 0.30, 0.14], [0.09, -1.81, -2.28], [-0.69, 0.25, -0.53], [-0.26, 0.53, -0.47], [-0.25, -0.51, -1.25], [-0.06, -0.30, -0.25], [-0.60, -0.22, 0.39], [-0.27, -0.79, 0.62], [0.83, 2.32, -0.84], [-0.28, -0.12, -1.36], [-1.91, 1.87, 0.61], [-0.27, 0.18, 0.16], [3.20, -1.14, -0.95], [0.03, 0.05, 0.63], [-0.11, -0.44, 0.79], [1.76, -0.01, 0.60], [1.79, -2.24, -3.47], [-1.20, 0.84, 0.51], [-0.18, 1.18, -0.16]], "homo_lumo_gap_ev": 8.64, "e_above_lowest_ev": 4.818, "smiles": "CC(C)C1=C(C(C)C)N(C)S(=O)(=O)C1=O"}